1.
The following is a quantum chemistry calculation of C4H4Br2 as an isolated structure in a non-equilibrium geometry, from the Open Molecules 2025 dataset.

Values from the calculation:
E: -144293.224 eV
Relative energy (zero: lowest compared OMol25 entry of this formula, charge and spin): 308.7 kJ/mol
Highest occupied orbital energy (alpha / beta): -0.3521 / -0.2935 Eh
Strongest force on any atom: 4.060 eV/Å

```
! wB97M-V def2-TZVPD RIJCOSX def2/J DEFGRID3
* xyz 0 1
H 0.685 -1.451 1.461
Br 2.879 0.768 -1.005
C 0.043 -0.807 0.873
C -0.683 0.324 1.157
Br 0.173 -1.955 -1.821
H -0.714 1.187 1.902
H -1.645 0.793 -0.924
H 0.093 1.313 -0.760
C -0.782 0.575 -0.380
C -0.049 -0.748 -0.505
*
```

***

2.
The following is a quantum chemistry calculation of a 15-piece molecular cluster, C45H120O15 overall in a non-equilibrium geometry, from the Open Molecules 2025 dataset.

Values from the calculation:
E: -79318.334 eV
Relative energy (zero: lowest compared OMol25 entry of this formula, charge and spin): 771.9 kJ/mol
Highest occupied orbital energy: -0.3706 Eh
Strongest force on any atom: 2.890 eV/Å

```
! wB97M-V def2-TZVPD RIJCOSX def2/J DEFGRID3
* xyz 0 1
O 17.111 -10.292 -22.625
H 6.966 -10.219 -24.963
H 17.090 -9.137 -19.555
O 22.591 -15.935 -13.487
H 8.651 -22.007 -18.908
H 16.754 -19.781 -9.067
C 8.916 -6.235 -16.648
H 15.757 -9.236 -21.602
H 10.200 -8.185 -25.364
H 15.741 -24.479 -15.943
H 17.903 -25.925 -14.686
O 14.041 -19.850 -9.417
C 3.506 -16.194 -22.408
H 22.960 -16.100 -15.427
C 20.854 -16.931 -28.823
H 26.064 -16.777 -22.957
C 17.446 -7.889 -22.110
O 7.686 -5.911 -18.751
H 5.860 -24.379 -17.872
H 18.830 -22.237 -20.515
H 1.543 -16.090 -23.328
C 20.590 -22.543 -21.755
H 5.823 -12.991 -16.334
H 4.187 -13.947 -14.356
H 20.717 -16.940 -14.948
C 13.700 -9.878 -11.803
C 12.572 -16.416 -28.442
H 26.786 -15.180 -22.805
H 5.379 -21.306 -19.692
C 13.880 -10.634 -13.134
H 21.834 -17.659 -30.614
H 9.947 -7.399 -18.972
C 20.916 -15.907 -15.231
C 10.076 -6.320 -18.886
H 7.587 -24.316 -17.942
O 4.128 -16.739 -21.273
C 6.545 -22.486 -18.721
O 24.963 -17.014 -20.696
H 12.675 -15.287 -22.177
H 17.900 -27.599 -15.019
H 5.120 -14.931 -13.390
H 15.673 -16.643 -21.125
H 8.987 -4.605 -18.048
C 17.224 -26.765 -14.828
H 7.975 -6.119 -16.111
H 11.697 -15.738 -20.830
H 13.412 -18.058 -11.282
H 6.524 -21.902 -17.800
H 15.385 -8.561 -12.022
C 19.889 -21.981 -20.542
H 6.655 -13.074 -14.506
H 20.704 -23.626 -21.808
C 21.426 -18.037 -29.677
O 6.260 -13.845 -16.341
O 11.397 -18.456 -28.603
H 8.369 -14.715 -15.392
H 14.211 -19.519 -11.923
H 21.603 -21.929 -19.117
H 22.524 -13.532 -15.910
C 8.010 -10.006 -24.733
H 4.714 -15.508 -14.987
H 9.389 -17.037 -29.642
O 8.208 -8.501 -26.743
C 25.382 -15.714 -21.194
C 7.537 -14.998 -14.747
H 13.616 -17.383 -21.267
H 23.330 -15.043 -21.223
H 12.682 -9.835 -11.415
H 6.693 -24.530 -19.437
C 14.344 -18.622 -11.319
H 12.884 -14.432 -20.658
H 23.906 -15.265 -22.814
H 4.248 -17.900 -23.562
H 10.689 -9.834 -24.989
H 20.684 -23.370 -19.178
C 14.927 -18.950 -9.977
H 7.879 -15.069 -13.714
H 8.870 -8.246 -27.390
H 1.518 -15.863 -21.575
H 16.219 -20.625 -10.530
H 20.630 -18.746 -29.902
H 15.110 -18.033 -9.417
H 11.895 -18.696 -29.388
H 20.970 -17.900 -26.914
H 10.840 -16.558 -30.578
H 14.858 -25.408 -14.687
H 21.882 -13.335 -14.337
H 14.308 -10.159 -9.995
C 16.215 -26.569 -15.947
O 15.510 -27.795 -16.075
C 7.740 -22.011 -19.508
H 14.435 -17.707 -19.207
H 16.820 -11.107 -22.210
H 7.328 -16.045 -14.966
H 1.817 -17.472 -22.380
H 12.533 -15.327 -28.399
H 14.867 -10.313 -13.466
C 24.234 -14.946 -21.824
H 20.185 -15.219 -14.806
C 14.314 -8.466 -11.844
C 16.843 -9.283 -21.692
H 21.648 -16.227 -28.573
C 20.580 -22.286 -19.238
H 19.622 -15.402 -29.164
C 6.352 -14.039 -14.913
H 16.092 -28.352 -16.596
H 13.170 -10.390 -13.924
H 14.121 -8.003 -10.877
H 13.809 -7.848 -12.586
C 13.918 -16.752 -19.292
C 8.755 -9.639 -26.032
H 17.663 -7.217 -21.279
H 16.975 -10.789 -20.113
O 14.450 -10.554 -10.858
H 7.768 -5.407 -19.564
H 21.996 -15.500 -12.872
H 19.500 -18.225 -27.763
H 16.872 -18.984 -10.678
H 3.752 -16.501 -24.539
H 25.590 -17.492 -20.148
H 11.032 -6.056 -18.435
H 4.514 -16.063 -20.711
H 10.106 -15.489 -29.400
C 13.789 -16.451 -20.729
H 7.600 -21.015 -19.928
H 16.755 -26.327 -16.862
H 27.404 -16.424 -21.804
H 20.904 -15.775 -16.313
H 13.281 -19.296 -9.226
H 12.920 -17.017 -18.945
C 22.529 -13.990 -14.921
C 10.353 -16.531 -29.603
C 4.238 -16.811 -23.613
H 14.311 -15.936 -18.685
C 20.226 -17.438 -27.563
H 8.051 -9.204 -23.996
H 10.824 -9.242 -26.627
H 5.273 -16.485 -23.706
H 15.083 -18.107 -11.933
O 5.404 -22.251 -19.522
H 19.855 -16.565 -27.025
H 20.018 -21.908 -18.384
C 11.224 -17.048 -28.539
H 22.138 -18.638 -29.111
H 8.370 -10.923 -24.267
C 6.688 -24.011 -18.478
O 19.853 -16.233 -29.585
H 14.371 -25.488 -16.456
H 16.735 -7.313 -22.703
H 13.184 -16.604 -29.324
C 15.177 -25.387 -15.729
H 7.989 -22.589 -20.398
C 8.941 -5.693 -18.100
H 9.539 -5.601 -16.017
C 12.704 -15.414 -21.095
O 15.051 -15.912 -21.115
H 23.507 -13.655 -14.573
H 24.497 -13.889 -21.860
C 22.290 -15.516 -14.796
H 20.939 -20.328 -20.814
H 18.410 -7.893 -22.618
C 26.475 -16.062 -22.245
H 13.222 -16.647 -27.598
H 25.773 -15.174 -20.332
H 21.535 -22.115 -22.092
H 3.657 -15.115 -22.408
H 16.727 -26.983 -13.883
O 20.011 -20.569 -20.771
H 10.681 -16.795 -27.628
H 18.448 -9.893 -20.329
C 10.198 -9.210 -25.735
C 5.036 -14.627 -14.433
H 19.968 -22.365 -22.633
H 9.152 -7.295 -16.555
H 10.063 -5.856 -19.872
C 2.005 -16.399 -22.390
C 16.288 -19.652 -10.044
H 8.682 -10.434 -26.774
C 17.363 -9.804 -20.374
H 13.701 -11.706 -13.047
*
```

***

Among the records above, which one has the lowest relative energy (zero: lowest compared OMol25 entry of this formula, charge and spin)?
C4H4Br2

***

Among the records above, which one has the lowest strongest force on any atom?
C45H120O15

***

Which value of E does entry 2 give?
-79318.334 eV